No. 1
6 unconnected molecules or ions with the total composition C23H41FO22S2 at a distorted geometry. Source: the Open Molecules 2025 dataset; level of theory: ωB97M-V/def2-TZVPD.

The geometry in XYZ format:
```
89
Properties=species:S:1:pos:R:3
S -2.65 0.32 -2.66
S 0.59 -0.94 -3.57
F 1.64 0.36 -4.06
O 1.49 -2.19 -3.44
O 4.38 4.90 6.70
O -3.06 0.46 -4.18
O 1.08 7.69 1.77
O -2.96 -3.26 -6.98
O -0.99 0.80 -2.42
O -2.43 -1.31 -2.16
O 5.50 -9.14 1.96
O 0.37 5.56 2.25
O -6.54 3.45 -0.45
O -0.46 -1.07 -4.73
O 0.41 -3.29 -0.82
O 3.69 -7.80 1.54
O 4.67 -9.10 -0.07
O -3.70 1.20 -1.95
O -2.26 -2.53 -9.04
O 6.39 3.83 6.98
O 4.39 2.89 7.60
O 1.13 7.01 3.86
O -7.17 5.29 0.57
O -6.38 5.44 -1.58
O -2.47 -4.76 -8.51
C -1.00 -2.92 -0.97
C -2.02 -0.82 0.19
C -3.07 -1.90 -6.57
C -0.18 -0.37 -1.94
C 5.10 1.74 8.04
C -6.67 4.79 -0.59
C 0.90 5.99 4.84
C -1.51 0.64 0.76
C 0.98 -2.84 0.46
C -2.53 -3.43 -8.26
C 1.22 -4.08 1.54
C 0.80 7.45 0.40
C -6.03 2.79 -1.61
C 3.71 -8.62 -1.01
C 4.53 -8.60 1.18
C -2.04 -5.09 -9.83
C -7.35 6.70 0.57
C 5.17 3.87 7.08
C 0.81 6.64 2.59
C -1.22 2.02 0.96
C -1.29 -1.32 -1.19
C 5.07 6.01 6.14
C 5.48 -8.69 3.32
H -0.27 7.23 0.25
H -0.79 3.00 1.47
H 4.34 6.77 5.87
H 4.54 -8.97 3.80
H 2.70 -8.90 -0.70
H 1.87 -3.64 2.42
H 5.60 5.71 5.23
H 3.80 -7.53 -1.13
H -1.60 -3.42 -0.10
H 1.18 6.39 5.81
H -2.02 -6.17 -9.92
H 1.41 6.62 0.01
H 2.08 -2.45 0.21
H -7.75 6.99 1.55
H -6.69 2.93 -2.46
H -0.16 5.72 4.87
H 4.37 1.02 8.43
H -3.20 -0.87 -0.01
H -2.10 -1.40 -6.62
H 1.52 5.11 4.63
H 0.43 -1.91 0.94
H 5.77 6.44 6.87
H 5.64 -7.61 3.37
H -1.02 -4.71 -10.00
H -2.73 -4.69 -10.57
H 6.30 -9.19 3.85
H -3.42 -1.88 -5.53
H 5.79 2.00 8.85
H -5.02 3.14 -1.83
H -1.38 -3.46 -1.97
H 1.87 -4.94 1.04
H 1.04 8.35 -0.16
H -8.07 7.00 -0.20
H -1.83 -1.60 1.07
H -6.39 7.22 0.43
H 3.91 -9.09 -1.97
H -3.81 -1.37 -7.19
H 5.63 1.27 7.21
H 0.22 -4.50 1.99
H -5.97 1.72 -1.39
H 0.66 -0.08 -1.14
```

The HOMO energy comes out at -10.236 eV. For the gap between HOMO and LUMO, the calculation gives 9.02 eV.

---

No. 2
A molecular structure, C23H41LuN2P3Se at a distorted geometry. Source: the Open Molecules 2025 dataset; level of theory: ωB97M-V/def2-TZVPD.

The geometry in XYZ format:
```
71
Properties=species:S:1:pos:R:3
Lu 0.03 0.00 0.09
Se -0.91 0.04 -5.91
P -2.42 -0.11 -0.67
P -0.01 2.50 -0.33
P 0.18 -2.50 -0.26
N 0.00 0.00 7.36
N -0.07 0.03 2.15
C 3.53 0.21 -7.49
C -3.30 -1.51 -0.05
C -0.43 -2.98 -1.87
C 0.90 0.10 -6.48
C 1.62 3.19 -0.35
C -3.42 1.24 -0.10
C -0.96 -0.77 4.15
C -2.68 -0.14 -2.41
C 0.87 0.78 2.74
C 1.85 -3.08 -0.26
C 0.92 0.79 4.11
C 0.00 0.00 6.23
C -0.67 2.91 -1.92
C -0.97 -0.73 2.79
C 2.01 -0.09 -5.63
C 2.22 0.08 -0.34
C 1.58 0.03 -1.62
C 3.31 -0.03 -6.13
C 2.44 0.40 -8.35
C 0.00 0.00 4.81
C -0.63 -3.54 0.89
C -0.87 3.46 0.85
C 1.14 0.34 -7.86
H 1.84 -0.28 -4.57
H 4.15 -0.18 -5.46
H -1.51 -2.89 -1.95
H -0.39 3.43 1.83
H 2.14 3.08 0.61
H -1.74 2.71 -2.00
H -1.62 -3.20 1.21
H -0.83 4.49 0.46
H -3.30 -1.54 1.05
H 2.64 1.00 0.02
H 1.60 -0.88 -2.20
H -3.77 -0.19 -2.56
H -2.21 -1.01 -2.89
H 0.00 -3.64 1.79
H 1.45 4.25 -0.55
H -3.14 2.20 -0.52
H 2.47 -2.63 -1.05
H 0.03 -2.39 -2.69
H -3.42 1.31 1.00
H -0.16 2.38 -2.74
H -2.29 0.75 -2.91
H 1.53 0.93 -2.23
H 1.76 -4.15 -0.43
H 1.66 1.39 4.63
H -0.14 -4.03 -1.98
H 0.29 0.49 -8.53
H -2.92 -2.47 -0.42
H 2.71 -0.81 0.05
H 2.26 2.77 -1.13
H -4.33 -1.37 -0.40
H -1.71 -1.34 2.22
H 2.35 -2.90 0.71
H -1.92 3.17 0.98
H -0.49 3.99 -2.03
H -0.71 -4.51 0.40
H -0.53 -0.24 -4.44
H 1.58 1.37 2.14
H -4.43 0.98 -0.44
H 4.55 0.26 -7.88
H -1.68 -1.37 4.69
H 2.60 0.59 -9.41
```

The HOMO energy comes out at -14.444 eV. Its charge is +3. For the energy above the lowest of the compared OMol25 structures with the same formula, charge and spin, the calculation gives 67.0 kcal per mole. For the gap between HOMO and LUMO, the calculation gives 2.88 eV.